The following is a quantum chemistry calculation of C21H38BrN8SSiZr as an isolated structure, from OMol25.

Frontier orbital gap = 6.83 eV
ΔE to the lowest compared entry with this formula, charge and spin = 68.6 kJ/mol
HOMO level = -16.5 eV
LUMO energy = -9.65 eV

Geometry as ORCA input:
```
! RIJCOSX wB97M-V def2-TZVPD def2/J DEFGRID3
* xyz 3 1
Zr -2.069 1.465 -0.517
N -5.532 0.671 2.256
C -4.622 0.927 1.332
S -2.939 0.886 1.781
N -5.052 1.215 0.105
N -4.152 1.347 -0.853
C -4.514 1.629 -2.077
C -3.490 1.696 -3.092
C -3.779 1.934 -4.440
C -2.739 1.946 -5.356
C -1.440 1.702 -4.916
C -1.222 1.460 -3.570
N -2.216 1.464 -2.672
H -5.268 0.435 3.202
H -6.514 0.681 2.015
H -5.563 1.752 -2.337
H -4.801 2.105 -4.749
H -2.935 2.137 -6.401
H -0.613 1.692 -5.609
H -0.223 1.235 -3.193
N -0.719 8.052 -0.241
C -1.509 7.050 0.095
N -2.595 7.255 0.831
N -1.175 5.837 -0.351
C -1.451 4.644 -0.264
N -1.528 3.461 -0.301
H -0.902 9.001 0.050
H 0.100 7.890 -0.809
H -2.863 8.180 1.135
H -3.217 6.501 1.074
C 2.398 0.547 1.596
C 2.511 -0.888 2.137
C 1.712 -0.948 3.448
C 3.985 -1.182 2.476
Si 1.932 -2.262 0.852
Br -0.527 -0.502 -0.472
C 2.863 -2.397 -0.869
C 1.947 -2.754 -2.048
C 3.916 -3.510 -0.718
C 3.573 -1.083 -1.227
C 0.871 -3.767 1.511
C 0.362 -4.646 0.360
C -0.349 -3.324 2.335
C 1.800 -4.622 2.394
H 2.671 1.238 2.390
H 1.376 0.788 1.290
H 3.071 0.723 0.765
H 2.124 -0.219 4.144
H 1.795 -1.919 3.925
H 0.663 -0.704 3.292
H 4.351 -0.431 3.172
H 4.628 -1.158 1.602
H 4.091 -2.153 2.952
H 1.395 -3.671 -1.886
H 2.563 -2.897 -2.932
H 1.241 -1.956 -2.257
H 3.456 -4.480 -0.554
H 4.607 -3.311 0.096
H 4.496 -3.577 -1.636
H 2.862 -0.265 -1.320
H 4.072 -1.200 -2.186
H 4.336 -0.821 -0.501
H -0.315 -4.098 -0.291
H -0.187 -5.488 0.777
H 1.177 -5.061 -0.224
H -0.950 -2.591 1.801
H -0.066 -2.920 3.299
H -0.977 -4.191 2.524
H 2.638 -5.014 1.826
H 1.240 -5.468 2.785
H 2.189 -4.067 3.243
*
```